# 1
# C24H33BrGeN2O2V

A molecular structure, C24H33BrGeN2O2V in a non-equilibrium geometry (the ωB97M-V functional and the def2-TZVPD basis, OMol25).

Output
DFT total energy: -6788.55185 hartree
net charge: +2
2S+1: 2

The geometry in XYZ format:
```
64
Properties=species:S:1:pos:R:3:forces:R:3
V 0.3664 -0.1876 -0.1752 -2.817 1.674 3.376
O 1.0228 2.3930 -0.4962 -0.286 -0.582 0.347
C 1.5094 2.7320 -1.7452 0.300 0.317 -0.944
C 1.5456 4.0607 -2.1489 -0.080 -0.305 0.275
C 2.0689 4.4084 -3.3817 0.090 -0.148 -0.062
C 2.5966 3.4350 -4.2132 0.029 0.031 -0.032
C 2.5379 2.1076 -3.8293 -0.186 0.060 0.135
C 1.9684 1.7384 -2.6164 -0.233 -0.332 0.203
C 1.8717 0.2629 -2.2429 2.876 1.139 -1.596
O 0.6487 -0.0354 -1.7582 -0.989 -0.257 -4.265
N 2.8186 -0.0351 -1.1647 0.865 0.077 -1.174
N 2.2542 -0.3721 -0.0115 2.184 -1.124 1.541
C 2.9714 -0.7390 1.0127 0.145 0.237 -0.480
C 2.3737 -0.9724 2.2667 -0.415 0.004 0.830
Br 0.4702 -0.4312 2.2146 0.540 -0.549 1.512
C 2.8634 -1.4434 3.4445 -0.603 0.299 -0.573
C 4.1393 -2.0319 3.7207 0.763 -0.259 0.279
C 5.0271 -2.5259 2.7452 -0.285 0.133 0.146
C 6.2419 -3.0629 3.1073 0.097 -0.031 0.030
C 6.6078 -3.1365 4.4486 -0.219 0.122 -0.077
C 5.7441 -2.6620 5.4275 0.198 -0.081 0.016
C 4.5239 -2.1301 5.0747 -0.216 0.159 -0.395
H 0.7985 3.2155 -0.0304 0.003 -0.351 0.016
H 1.1651 4.8274 -1.4909 -0.084 0.149 0.120
H 2.0680 5.4403 -3.6920 0.036 0.142 0.026
H 3.0423 3.7046 -5.1581 -0.008 0.021 -0.065
H 2.9331 1.3465 -4.4840 -0.012 -0.154 -0.104
H 2.1167 -0.3559 -3.1280 -0.183 0.227 0.346
H 3.8009 -0.2283 -1.3463 -0.343 0.038 0.089
H 4.0545 -0.7928 0.9281 -0.098 0.025 -0.007
H 2.2004 -1.3725 4.2994 -0.057 0.003 0.027
H 4.7390 -2.5390 1.7071 -0.004 -0.084 -0.137
H 6.9090 -3.4382 2.3463 0.028 -0.070 -0.044
H 7.5539 -3.5751 4.7234 0.102 -0.014 0.044
H 6.0286 -2.7081 6.4668 0.003 -0.038 0.097
H 3.8606 -1.7551 5.8386 -0.105 0.014 0.119
C -4.8900 -2.3624 0.3762 0.119 -0.207 -0.050
C -4.5902 -3.0462 -0.9475 -0.126 0.198 -0.068
C -3.5728 -2.3101 -1.8108 -0.175 -0.094 -0.011
C -2.1982 -2.1547 -1.1561 0.416 0.651 0.333
Ge -2.0818 -0.5422 0.0788 -1.796 -0.565 0.102
C -2.6380 1.2594 -0.6599 0.673 -0.359 -0.037
C -4.1193 1.5047 -0.3785 0.022 0.086 0.112
C -4.4947 2.9623 -0.6742 -0.203 -0.310 0.054
C -5.9783 3.1937 -0.4184 0.205 0.177 -0.104
H -5.7343 -2.8416 0.8626 -0.083 0.026 0.114
H -5.1369 -1.3119 0.2272 -0.056 0.165 0.055
H -4.0380 -2.4388 1.0542 -0.094 0.026 0.074
H -5.5139 -3.1251 -1.5247 0.040 -0.109 0.004
H -4.2394 -4.0593 -0.7506 0.004 -0.113 -0.096
H -3.9702 -1.3325 -2.1022 -0.020 -0.031 -0.080
H -3.4263 -2.8830 -2.7312 0.007 0.127 -0.018
H -1.4456 -1.9707 -1.9332 -0.054 -0.106 0.121
H -1.9252 -3.0605 -0.6093 0.068 0.098 0.034
H -2.7021 -0.6786 1.4873 0.210 -0.030 -0.201
H -2.4207 1.2825 -1.7316 0.039 0.024 0.094
H -2.0376 2.0349 -0.1704 -0.012 -0.085 -0.079
H -4.3485 1.2940 0.6720 -0.059 -0.065 -0.090
H -4.7273 0.8427 -1.0006 -0.038 -0.019 0.104
H -4.2560 3.1926 -1.7141 0.070 0.056 -0.015
H -3.9122 3.6281 -0.0348 0.133 0.011 -0.035
H -6.5860 2.5408 -1.0391 -0.115 -0.052 -0.050
H -6.2318 4.2241 -0.6539 -0.138 0.049 0.003
H -6.2253 3.0146 0.6248 -0.068 -0.039 0.104
```
Positions in Å, forces in eV/Å.

# 2
# C24H33CuIN3O3P

A molecular structure, C24H33CuIN3O3P (the ωB97M-V functional and the def2-TZVPD basis, OMol25).

Output
DFT total energy: -3603.75494 hartree
2S+1: 2

The geometry in XYZ format:
```
66
Properties=species:S:1:pos:R:3:forces:R:3
Cu 2.3665 -0.1703 -0.0949 0.507 0.294 0.474
C -1.9196 -3.4625 -0.7568 -0.114 0.161 -0.037
N -0.6362 -3.1167 -0.1709 0.199 -0.062 -0.038
C -0.1559 -3.9511 0.9218 0.091 0.058 -0.006
C 0.1184 -2.0899 -0.6047 -0.093 -0.189 0.159
O 1.2429 -1.8791 -0.1568 -0.410 -0.167 -0.064
C -0.5181 -1.2135 -1.6768 -0.023 0.151 0.019
O 0.1079 0.0395 -1.7669 0.477 -0.042 -0.338
C 0.6652 0.4122 -3.0005 -0.096 -0.147 0.117
C 2.1535 0.0690 -3.0824 0.057 0.138 -0.142
O 2.7043 -0.5534 -2.1789 -0.133 0.036 -0.137
N 2.8333 0.5260 -4.1514 0.099 -0.061 0.069
C 2.2133 1.0416 -5.3561 -0.085 -0.038 -0.001
C 4.2773 0.3444 -4.2074 -0.022 -0.089 0.060
H -2.1517 -4.4907 -0.4905 0.001 -0.002 -0.010
H -1.8846 -3.3985 -1.8445 -0.037 -0.044 0.017
H -2.7274 -2.8210 -0.3924 0.020 -0.015 0.042
H -0.1302 -4.9967 0.6125 -0.037 0.002 0.011
H -0.8009 -3.8431 1.7956 -0.043 -0.025 -0.037
H 0.8482 -3.6342 1.1820 0.009 -0.024 0.031
H -1.5600 -1.0395 -1.3922 -0.017 -0.068 -0.105
H -0.4950 -1.7461 -2.6342 -0.008 -0.009 0.003
H 0.5527 1.4971 -3.0697 -0.015 -0.024 -0.068
H 0.1265 -0.0456 -3.8380 0.000 0.047 -0.012
H 1.2431 1.4877 -5.1534 0.032 0.028 -0.007
H 2.0852 0.2481 -6.0986 0.004 0.035 -0.017
H 2.8602 1.8063 -5.7836 -0.040 0.035 0.008
H 4.6193 -0.0160 -3.2428 0.039 0.005 -0.017
H 4.7514 1.3020 -4.4258 -0.005 -0.020 -0.041
H 4.5500 -0.3790 -4.9790 -0.005 0.018 -0.008
I 5.3439 0.5266 1.8188 -0.065 -0.046 -0.131
C 4.2916 0.4041 -0.0539 -0.074 0.092 0.078
H 4.8656 -0.3234 -0.6275 -0.011 0.013 -0.052
H 4.4138 1.3892 -0.5057 0.062 0.005 -0.011
N 0.9993 1.9219 6.8123 -0.040 -0.010 -0.047
C 1.1140 1.6344 5.7038 -0.078 0.090 0.335
C 1.2792 1.2756 4.3320 0.088 -0.066 -0.405
C 0.9688 -0.0112 3.8916 0.009 -0.064 0.076
C 1.2197 -0.3686 2.5767 -0.075 0.119 0.004
C 1.7642 0.5290 1.6523 0.066 -0.126 -0.136
C 2.0396 1.8185 2.1145 -0.093 -0.029 -0.074
C 1.8065 2.1965 3.4255 0.027 0.030 0.081
H 0.5598 -0.7347 4.5869 0.022 0.025 0.048
H 0.9963 -1.3848 2.2726 -0.021 -0.013 -0.005
H 2.4650 2.5496 1.4349 0.074 0.007 0.037
H 2.0536 3.1937 3.7682 -0.006 0.008 -0.009
C -1.2296 2.5520 1.5707 0.034 -0.235 -0.121
P -1.5126 1.1312 0.4233 -0.408 0.423 0.319
C -2.1669 2.1330 -0.9904 0.125 -0.262 0.120
C -3.0803 0.4996 1.1453 0.133 -0.148 -0.077
C -4.2617 0.3320 0.4264 0.017 0.070 0.008
C -5.3843 -0.2238 1.0270 -0.073 -0.038 0.002
C -5.3401 -0.6362 2.3494 -0.012 0.011 -0.026
C -4.1587 -0.5016 3.0674 0.009 -0.004 0.046
C -3.0386 0.0484 2.4672 -0.015 0.056 0.020
H -0.8775 2.1854 2.5333 0.013 0.042 0.029
H -2.1362 3.1444 1.6998 0.004 0.010 0.011
H -0.4387 3.1667 1.1399 0.017 0.030 0.077
H -3.0154 2.7472 -0.6878 -0.040 0.006 -0.061
H -2.4454 1.4882 -1.8253 -0.048 0.064 -0.046
H -1.3565 2.7850 -1.3199 -0.004 -0.002 -0.046
H -4.3244 0.6536 -0.6065 0.002 0.028 0.007
H -6.3026 -0.3214 0.4610 0.006 -0.018 -0.009
H -6.2204 -1.0541 2.8197 0.000 -0.014 0.000
H -4.1131 -0.8189 4.1015 0.006 -0.014 0.001
H -2.1175 0.1461 3.0323 -0.004 -0.022 0.029
```
Positions in Å, forces in eV/Å.